(one)
DFT (the ωB97M-V functional and the def2-TZVPD basis) results for 2 unconnected molecules or ions with the total composition C5H12N2O2.

Computed properties:
LUMO level = 0.9 eV
HOMO level = -7.529 eV
SMILES string = N/C=C(\N)O.CCC=O
frontier orbital gap = 0.309 Ha

Structure (ORCA input):
```
! wB97M-V def2-TZVPD RIJCOSX def2/J DEFGRID3
* xyz 0 1
N -0.597 1.826 0.512
C -1.169 1.042 -0.509
C -1.955 -0.013 -0.268
N -2.298 -0.400 1.035
O -2.471 -0.724 -1.328
H -0.594 2.812 0.281
H -1.082 1.667 1.388
H -0.910 1.305 -1.520
H -1.510 -0.823 1.525
H -3.071 -1.056 1.042
H -2.672 -1.623 -1.042
C 2.749 0.039 -0.693
C 1.753 -0.186 0.437
C 0.719 -1.209 0.109
O 0.070 -1.821 0.928
H 2.230 0.335 -1.601
H 3.313 -0.869 -0.899
H 3.451 0.825 -0.427
H 1.204 0.747 0.639
H 2.257 -0.470 1.363
H 0.584 -1.403 -0.971
*
```

=====

(two)
DFT (the ωB97M-V functional and the def2-TZVPD basis) results for a single C5H12N2O2 molecule.

Computed properties:
LUMO level = 0.7 eV
HOMO level = -9.417 eV
SMILES string = CCN(N=O)[C@@H](C)OC
frontier orbital gap = 0.372 Ha

Structure (ORCA input):
```
! wB97M-V def2-TZVPD RIJCOSX def2/J DEFGRID3
* xyz 0 1
C 0.630 2.531 0.231
C -0.570 1.546 -0.413
N -0.323 0.390 0.422
N -0.866 0.202 1.587
O -1.913 0.953 1.687
C 0.740 -0.566 0.079
C 0.879 -1.638 1.021
O 0.522 -1.188 -1.241
C -0.688 -1.758 -1.505
H 0.562 2.158 1.406
H 1.702 2.253 -0.233
H 0.122 3.722 0.003
H -1.607 1.969 -0.114
H -0.678 1.410 -1.595
H 1.600 0.099 -0.106
H 1.387 -2.250 0.214
H 1.728 -1.668 1.863
H -0.068 -2.049 1.465
H -1.822 -1.130 -1.646
H -0.829 -2.583 -0.642
H -0.507 -2.402 -2.483
*
```

=====

(three)
DFT (the ωB97M-V functional and the def2-TZVPD basis) results for a single C5H12N2O2 molecule.

Computed properties:
LUMO level = 0.8 eV
HOMO level = -9.116 eV
SMILES string = CC1(C)[C@H](O)NN[C@@H]1O
frontier orbital gap = 0.364 Ha

Structure (ORCA input):
```
! wB97M-V def2-TZVPD RIJCOSX def2/J DEFGRID3
* xyz 0 1
C -0.126 0.873 -1.689
C -0.018 0.326 -0.225
C -0.207 1.398 0.868
C -1.122 -0.831 -0.125
O -1.528 -1.153 1.185
N -0.452 -1.890 -0.994
N 1.000 -1.836 -0.667
C 1.341 -0.351 -0.080
O 1.819 -0.591 1.189
H 0.849 1.386 -1.898
H -1.031 1.468 -1.772
H -0.352 0.070 -2.366
H 0.332 1.263 1.725
H -1.288 1.317 0.932
H -0.017 2.384 0.415
H -1.967 -0.515 -0.763
H -0.764 -1.459 1.750
H -0.613 -2.860 -0.543
H 1.291 -1.863 -1.684
H 2.063 0.140 -0.775
H 1.796 -1.514 1.124
*
```

=====

(four)
DFT (the ωB97M-V functional and the def2-TZVPD basis) results for a molecular structure, C5H12N2O2.

Computed properties:
LUMO level = 0.7 eV
HOMO level = -8.629 eV
frontier orbital gap = 0.341 Ha

Structure (ORCA input):
```
! wB97M-V def2-TZVPD RIJCOSX def2/J DEFGRID3
* xyz 0 1
C -2.177 0.469 0.081
C -0.476 -0.816 1.697
C 0.177 1.715 -1.101
C 1.759 0.526 0.254
C -0.732 -0.209 0.297
N -1.074 -1.639 -0.814
N 0.365 0.520 -0.251
O -3.023 -0.270 -0.442
O -2.292 1.582 0.480
H -1.378 -1.292 1.948
H 0.284 -1.598 1.580
H -0.245 -0.064 2.495
H 0.654 2.617 -0.713
H 0.726 1.509 -2.041
H -0.895 1.988 -1.178
H 1.784 1.454 0.974
H 2.046 -0.465 0.604
H 2.622 0.816 -0.347
H -0.234 -1.496 -1.451
H -0.781 -2.476 -0.376
H -2.445 -1.115 -0.674
*
```

=====

Quick ranking, most stable first: (one), (four), (three), (two).

=====

(one)
DFT (the ωB97M-V functional and the def2-TZVPD basis) results for 2 unconnected molecules or ions with the total composition C5H12N2O2.

Computed properties:
LUMO level = 0.9 eV
HOMO level = -9.090 eV
SMILES string = CNC(C)=O.CC(N)=O
frontier orbital gap = 0.368 Ha

Structure (ORCA input):
```
! wB97M-V def2-TZVPD RIJCOSX def2/J DEFGRID3
* xyz 0 1
C -1.837 2.055 -0.306
N -2.449 0.752 0.089
C -1.865 -0.472 0.007
C -2.907 -1.628 0.235
O -0.710 -0.681 -0.376
H -0.634 1.725 -0.250
H -2.131 2.396 -1.401
H -1.931 3.094 0.314
H -3.492 0.675 0.395
H -4.063 -1.434 -0.078
H -2.887 -2.231 1.239
H -2.607 -2.421 -0.443
C 3.725 0.487 0.585
C 2.537 0.001 -0.170
N 2.638 -1.285 -0.598
O 1.582 0.724 -0.425
H 3.877 1.503 0.295
H 4.659 -0.065 0.453
H 3.426 0.408 1.648
H 1.819 -1.664 -1.112
H 3.250 -1.940 -0.102
*
```

=====

(two)
DFT (the ωB97M-V functional and the def2-TZVPD basis) results for a molecular structure, C5H12N2O2.

Computed properties:
LUMO level = -0.2 eV
HOMO level = -8.719 eV
frontier orbital gap = 0.312 Ha

Structure (ORCA input):
```
! wB97M-V def2-TZVPD RIJCOSX def2/J DEFGRID3
* xyz 0 1
C -0.594 0.785 -0.173
C -0.004 -2.602 0.665
C -1.473 0.887 -1.367
C -1.144 1.335 1.096
N 1.330 1.075 -0.074
C 0.380 -0.352 -0.260
N 2.685 0.693 -0.250
O -0.194 -1.211 0.809
O 0.832 -0.930 -1.261
H 1.370 1.629 0.781
H 2.744 -0.328 -0.171
H 3.010 0.944 -1.180
H -0.910 -3.149 0.390
H 0.309 -3.110 1.583
H 0.738 -2.902 -0.082
H -0.423 1.801 1.762
H -2.150 0.027 -1.340
H -2.056 1.806 -1.383
H -0.892 0.780 -2.283
H -1.878 2.132 0.940
H -1.681 0.691 1.798
*
```

=====

Quick ranking, most stable first: (one), (two).

=====

(one)
DFT (the ωB97M-V functional and the def2-TZVPD basis) results for 2 unconnected molecules or ions with the total composition C5H9NO4.

Computed properties:
LUMO level = -0.6 eV
HOMO level = -9.355 eV
frontier orbital gap = 0.322 Ha

Structure (ORCA input):
```
! wB97M-V def2-TZVPD RIJCOSX def2/J DEFGRID3
* xyz 0 1
C -0.063 1.963 -0.459
C 0.400 -0.508 1.523
C -0.911 -0.949 -0.563
C 1.217 1.277 -0.551
C 0.386 -0.566 0.070
N 1.599 -1.127 -0.549
O 2.579 -1.344 0.130
O -0.493 2.419 0.573
O 1.597 -1.242 -1.733
O 2.169 1.417 0.388
H -0.507 2.081 -1.434
H -0.163 -1.230 2.009
H 1.394 -0.541 2.028
H -0.043 0.513 1.623
H -0.791 -1.094 -1.582
H -1.666 -0.160 -0.440
H -1.270 -1.901 -0.093
H 1.522 1.285 -1.583
H 1.820 1.746 1.217
*
```

=====

(two)
DFT (the ωB97M-V functional and the def2-TZVPD basis) results for 2 unconnected molecules or ions with the total composition C5H9NO4.

Computed properties:
LUMO level = 0.5 eV
HOMO level = -10.465 eV
SMILES string = COC(=O)C[C@@H](O)C#N.O
frontier orbital gap = 0.403 Ha

Structure (ORCA input):
```
! wB97M-V def2-TZVPD RIJCOSX def2/J DEFGRID3
* xyz 0 1
C -3.728 0.214 0.376
O -2.362 0.233 0.790
C -1.431 -0.008 -0.116
O -1.657 -0.165 -1.297
C -0.065 -0.117 0.523
C 1.045 0.400 -0.393
O 0.938 1.773 -0.641
C 2.377 0.060 0.193
N 3.416 0.327 0.693
H -4.316 0.440 1.269
H -3.904 0.972 -0.396
H -3.994 -0.779 -0.006
H -0.064 0.423 1.478
H 0.092 -1.183 0.748
H 0.978 -0.109 -1.367
H 0.806 2.241 0.194
O 3.859 -1.940 -0.576
H 4.361 -1.141 0.000
H 3.648 -1.640 -1.473
*
```

=====

(three)
DFT (the ωB97M-V functional and the def2-TZVPD basis) results for a single C5H9NO4 molecule.

Computed properties:
LUMO level = 0.4 eV
HOMO level = -9.930 eV
SMILES string = N[C@@H](CCC(=O)O)C(=O)O
frontier orbital gap = 0.381 Ha

Structure (ORCA input):
```
! wB97M-V def2-TZVPD RIJCOSX def2/J DEFGRID3
* xyz 0 1
N 0.056 -2.031 1.147
C -0.550 -1.423 -0.023
C -0.917 0.080 0.042
C 0.347 0.922 0.363
C -0.068 2.326 0.908
O -1.027 2.969 0.647
O 0.854 2.846 1.771
C 0.180 -1.749 -1.294
O 1.410 -1.871 -1.234
O -0.530 -1.875 -2.433
H 0.047 -1.504 1.979
H 0.992 -2.271 0.914
H -1.449 -1.943 -0.274
H -1.634 0.227 0.870
H -1.366 0.467 -0.863
H 0.918 0.460 1.149
H 0.982 1.142 -0.570
H 1.335 2.093 1.954
H 0.166 -1.940 -3.169
*
```

=====

(four)
DFT (the ωB97M-V functional and the def2-TZVPD basis) results for 2 unconnected molecules or ions with the total composition C5H9NO4.

Computed properties:
LUMO level (alpha / beta) = -1.6 / -2.7 eV
HOMO level (alpha / beta) = -9.783 / -9.691 eV
frontier orbital gap (alpha / beta) = 0.302 / 0.255 Ha

Structure (ORCA input):
```
! wB97M-V def2-TZVPD RIJCOSX def2/J DEFGRID3
* xyz 0 1
N -2.564 -0.409 1.214
O -2.060 -0.527 2.316
O -3.175 -1.184 0.508
C 1.056 0.632 1.894
C 1.334 0.862 0.410
C 0.629 -0.206 -0.409
C 0.402 -0.058 -1.932
C -1.019 -0.710 -1.916
O -1.339 -1.863 -2.098
O -0.679 -0.337 -0.018
H 1.709 1.232 2.530
H 0.010 0.843 2.120
H 1.226 -0.419 2.143
H 0.992 1.850 0.079
H 2.410 0.797 0.220
H 1.337 -1.069 -0.348
H 0.330 1.014 -2.161
H 1.146 -0.567 -2.549
H -1.747 0.119 -2.002
*
```

=====

Quick ranking, most stable first: (three), (two), (one), (four).

=====

(one)
DFT (the ωB97M-V functional and the def2-TZVPD basis) results for a molecular structure, CH3I3Si.

Computed properties:
LUMO level = -1.5 eV
HOMO level = -8.718 eV
frontier orbital gap = 0.265 Ha

Structure (ORCA input):
```
! wB97M-V def2-TZVPD RIJCOSX def2/J DEFGRID3
* xyz 0 1
C 2.135 0.679 -0.679
Si -1.871 -0.140 0.175
I 3.258 -1.039 -1.281
I 3.064 1.917 0.590
I -0.248 -1.736 1.353
H -1.945 0.209 -1.244
H -1.411 1.049 0.868
H -2.983 -0.940 0.218
*
```

=====

(two)
DFT (the ωB97M-V functional and the def2-TZVPD basis) results for a molecular structure, CH3I3Si.

Computed properties:
LUMO level = -1.4 eV
HOMO level = -8.817 eV
frontier orbital gap = 0.271 Ha

Structure (ORCA input):
```
! wB97M-V def2-TZVPD RIJCOSX def2/J DEFGRID3
* xyz 0 1
C 1.164 -0.203 -0.017
Si -0.561 0.418 0.239
I -0.918 2.160 -1.455
I -2.083 -2.090 -0.968
I -1.722 0.876 2.313
H 1.185 -1.228 0.426
H 1.195 -0.423 -1.088
H 1.740 0.490 0.549
*
```

=====

Quick ranking, most stable first: (two), (one).